Entry 1:
Density functional theory data (wB97M-V/def2-TZVPD) for 2 unconnected molecules or ions with the total composition CH2NO3P in a non-equilibrium geometry.

The SMILES is N=C=O.O=PO. The energy is -661.17071 hartree. The value obtained for the maximum force is 5.7 eV/A. Its net charge is 0.

XYZ file:
```
8
CH2NO3P | the Open Molecules 2025 dataset | wB97M-V/def2-TZVPD
P 1.58383 -0.94456 0.50833
O -0.81532 -0.16045 0.89262
O 0.93262 -1.92920 -0.63307
O 1.95137 0.27169 -0.13970
N -1.49160 1.71738 -0.23157
C -1.04903 0.84136 0.39231
H 0.26637 -2.55383 -0.40793
H -1.37823 2.75761 -0.38099
```

=====

Entry 2:
Density functional theory data (wB97M-V/def2-TZVPD) for a gas-phase ion, CH2NO3S (charge -1) in a non-equilibrium geometry.

The SMILES is [O-]C(O)(O)N=S. The energy is -717.95203 hartree. The value obtained for the maximum force is 4.8 eV/A. Its net charge is -1.

XYZ file:
```
8
CH2NO3S | the Open Molecules 2025 dataset | wB97M-V/def2-TZVPD
S 2.51011 0.48130 -0.19906
O -0.85665 -0.73035 -0.86185
O -0.32380 1.35488 -0.14400
O -0.32794 -0.43591 1.36385
N 1.28739 -0.44470 -0.16674
C -0.14367 -0.09844 0.08423
H -1.06362 -1.64907 -0.47536
H -1.08183 1.52229 0.39894
```

=====

Entry 3:
Density functional theory data (wB97M-V/def2-TZVPD) for 3 unconnected molecules or ions with the total composition CH2NO4 in a non-equilibrium geometry.

The energy is -394.53181 hartree. The value obtained for the maximum force is 2.0 eV/A. Its net charge is +1.

XYZ file:
```
8
CH2NO4 | the Open Molecules 2025 dataset | wB97M-V/def2-TZVPD
O -2.63419 -4.10316 -0.54370
O -0.04261 0.16377 -0.26069
O -0.45392 -4.38689 -0.44202
O -1.33458 -2.06460 0.33505
N -1.53274 -4.14640 -0.46618
C -1.26208 -1.04056 0.83603
H -0.29202 1.10455 -0.31420
H 0.77960 0.13110 0.24582
```